Record 1
Below is a 5-piece molecular cluster, C24H33I2N4O3P overall, with properties calculated with the ωB97M-V functional and the def2-TZVPD basis.

Cartesian coordinates (Å):
1 C -2.590 -1.628 2.467
2 C -1.406 -0.661 2.344
3 I -0.462 -0.368 4.286
4 C -1.681 0.725 1.737
5 I -3.266 1.726 2.807
6 C -1.779 0.699 0.191
7 P -2.187 2.258 -0.825
8 C -1.230 3.476 0.150
9 O -3.707 2.720 -0.391
10 C -0.386 0.370 -0.405
11 C -0.584 -0.900 -1.225
12 O -2.004 -0.993 -1.453
13 C -2.656 -0.379 -0.442
14 O -3.800 -0.666 -0.175
15 H -2.491 -2.446 1.745
16 H -2.645 -2.081 3.458
17 H -3.537 -1.132 2.268
18 H -0.587 -1.119 1.781
19 H -0.814 1.354 1.948
20 H -0.187 3.159 0.234
21 H -1.664 3.646 1.134
22 H -1.246 4.414 -0.417
23 H -4.240 1.962 -0.117
24 H 0.021 1.188 -1.011
25 H 0.367 0.174 0.363
26 H -0.043 -0.839 -2.169
27 H -0.298 -1.786 -0.654
28 C 2.568 -3.839 -3.195
29 C 1.354 -3.119 -3.363
30 C 1.608 -2.086 -4.229
31 N 2.927 -2.158 -4.590
32 C 3.518 -3.227 -3.968
33 H 2.723 -4.710 -2.581
34 H 0.405 -3.336 -2.904
35 H 0.963 -1.320 -4.625
36 H 3.384 -1.537 -5.233
37 H 4.555 -3.464 -4.135
38 C 4.904 -1.548 0.658
39 C 3.788 -0.689 0.859
40 C 3.159 -0.551 -0.349
41 N 3.830 -1.310 -1.267
42 C 4.897 -1.915 -0.663
43 H 5.613 -1.872 1.400
44 H 3.480 -0.230 1.784
45 H 2.284 0.011 -0.623
46 H 3.567 -1.429 -2.230
47 H 5.550 -2.566 -1.217
48 C -8.824 0.032 0.860
49 C -8.455 -1.138 0.142
50 C -7.097 -1.098 -0.035
51 N -6.635 0.049 0.547
52 C -7.677 0.743 1.095
53 H -9.816 0.318 1.169
54 H -9.110 -1.919 -0.204
55 H -6.420 -1.779 -0.520
56 H -5.668 0.314 0.573
57 H -7.516 1.678 1.604
58 C 6.547 3.918 1.980
59 C 5.352 3.691 2.716
60 C 4.704 2.640 2.123
61 N 5.456 2.227 1.059
62 C 6.580 2.999 0.965
63 H 7.294 4.669 2.175
64 H 5.011 4.233 3.582
65 H 3.777 2.152 2.370
66 H 5.215 1.464 0.450
67 H 7.307 2.829 0.190

Values from the calculation:
- Frontier orbital gap: 8.03 eV
- SMILES: C[C@H](I)[C@H](I)[C@@]1(P(C)O)CCOC1=O.c1cc[nH]c1.c1cc[nH]c1.c1cc[nH]c1.c1cc[nH]c1
- E_HOMO: -7.92 eV

***

Record 2
Below is one molecule with the formula C24H33N3O2, with properties calculated with the ωB97M-V functional and the def2-TZVPD basis.

Cartesian coordinates (Å):
1 C 1.172 5.679 0.706
2 O 1.822 4.533 0.217
3 C 1.481 4.065 -1.023
4 C 0.528 4.654 -1.844
5 C 0.249 4.114 -3.089
6 C 0.919 2.988 -3.528
7 C 1.870 2.401 -2.712
8 C 2.158 2.918 -1.460
9 C 3.193 2.262 -0.584
10 N 3.220 0.824 -0.786
11 C 4.393 0.202 -0.204
12 C 4.456 -1.270 -0.604
13 C 3.189 -1.994 -0.159
14 C 1.982 -1.271 -0.759
15 N 0.745 -1.993 -0.526
16 C -0.391 -1.538 -1.317
17 C -1.465 -0.845 -0.477
18 N -1.997 -1.798 0.468
19 C -3.180 -1.540 1.128
20 C -3.723 -0.255 1.163
21 C -4.928 0.012 1.789
22 C -5.623 -1.004 2.409
23 C -5.116 -2.297 2.376
24 C -3.924 -2.581 1.735
25 O -3.414 -3.855 1.620
26 C -4.156 -4.925 2.143
27 C -1.036 -2.770 0.952
28 C 0.382 -2.212 0.863
29 C 2.013 0.193 -0.286
30 H 1.600 5.861 1.692
31 H 0.093 5.522 0.805
32 H 1.356 6.550 0.068
33 H -0.006 5.535 -1.525
34 H -0.497 4.584 -3.713
35 H 0.704 2.570 -4.500
36 H 2.404 1.519 -3.030
37 H 3.002 2.532 0.468
38 H 4.178 2.659 -0.852
39 H 5.279 0.722 -0.577
40 H 4.389 0.283 0.900
41 H 4.551 -1.336 -1.688
42 H 5.336 -1.732 -0.152
43 H 3.199 -3.033 -0.490
44 H 3.130 -1.979 0.930
45 H 2.119 -1.256 -1.848
46 H -0.051 -0.860 -2.101
47 H -0.846 -2.412 -1.800
48 H -2.273 -0.504 -1.131
49 H -1.029 0.038 0.018
50 H -3.187 0.560 0.702
51 H -5.313 1.021 1.796
52 H -6.559 -0.811 2.909
53 H -5.682 -3.086 2.846
54 H -5.147 -4.997 1.681
55 H -3.583 -5.821 1.903
56 H -4.268 -4.852 3.230
57 H -1.095 -3.695 0.366
58 H -1.255 -3.011 1.992
59 H 0.438 -1.294 1.472
60 H 1.072 -2.945 1.290
61 H 1.154 0.734 -0.689
62 H 1.967 0.240 0.818

Values from the calculation:
- Frontier orbital gap: 7.94 eV
- Energy above the lowest of the compared OMol25 structures with the same formula, charge and spin: 2.6198 eV
- SMILES: COc1ccccc1CN1CCC[C@@H](N2CCN(c3ccccc3OC)CC2)C1
- E_HOMO: -7.21 eV

***

Record 3
Below is one molecule with the formula C24H33N3O4S, with properties calculated with the ωB97M-V functional and the def2-TZVPD basis.

Cartesian coordinates (Å):
1 C 1.290 3.094 -5.476
2 C 2.760 3.014 -5.082
3 C 2.954 3.187 -3.577
4 C 4.426 3.086 -3.179
5 C 4.689 3.440 -1.714
6 C 3.969 2.553 -0.697
7 C 4.430 1.096 -0.734
8 C 3.690 0.236 0.286
9 N 2.333 -0.018 -0.143
10 C 1.697 -1.176 0.101
11 O 2.225 -2.128 0.652
12 C 0.284 -1.249 -0.378
13 C -0.195 -2.478 -0.819
14 C -1.514 -2.611 -1.220
15 C -2.325 -1.489 -1.165
16 N -1.895 -0.323 -0.723
17 C -0.642 -0.200 -0.327
18 S -0.254 1.378 0.375
19 C -1.922 2.063 0.561
20 C -2.946 1.132 1.212
21 O -4.123 1.279 0.978
22 N -2.422 0.240 2.082
23 C -3.084 -0.863 2.644
24 C -4.428 -0.856 2.963
25 C -5.031 -1.973 3.522
26 C -4.277 -3.109 3.772
27 O -4.750 -4.263 4.323
28 C -6.109 -4.321 4.684
29 C -2.917 -3.127 3.446
30 C -2.317 -2.021 2.878
31 O -1.005 -1.948 2.500
32 C -0.196 -3.092 2.665
33 H 1.174 2.969 -6.550
34 H 0.717 2.315 -4.977
35 H 0.872 4.058 -5.196
36 H 3.319 3.790 -5.610
37 H 3.166 2.048 -5.389
38 H 2.564 4.162 -3.274
39 H 2.374 2.420 -3.061
40 H 4.791 2.080 -3.392
41 H 5.003 3.776 -3.800
42 H 5.765 3.383 -1.531
43 H 4.381 4.474 -1.546
44 H 4.162 2.951 0.303
45 H 2.893 2.614 -0.863
46 H 5.499 1.054 -0.521
47 H 4.270 0.673 -1.727
48 H 4.169 -0.740 0.404
49 H 3.684 0.735 1.263
50 H 1.847 0.743 -0.589
51 H 0.485 -3.317 -0.827
52 H -1.903 -3.557 -1.559
53 H -3.363 -1.509 -1.466
54 H -2.300 2.352 -0.419
55 H -1.795 2.957 1.175
56 H -1.412 0.159 2.132
57 H -5.010 0.027 2.759
58 H -6.082 -1.934 3.755
59 H -6.357 -3.570 5.441
60 H -6.762 -4.189 3.815
61 H -6.261 -5.316 5.100
62 H -2.369 -4.031 3.650
63 H -0.619 -3.952 2.138
64 H -0.071 -3.338 3.723
65 H 0.770 -2.842 2.227

Values from the calculation:
- Frontier orbital gap: 8.23 eV
- Energy above the lowest of the compared OMol25 structures with the same formula, charge and spin: 0.1886 eV
- SMILES: CCCCCCCCNC(=O)c1cccnc1SCC(=O)Nc1ccc(OC)cc1OC
- E_HOMO: -7.72 eV

***

Record 4
Below is C24H33N6O5P as an isolated structure at a distorted geometry, with properties calculated with the ωB97M-V functional and the def2-TZVPD basis.

Cartesian coordinates (Å):
1 O 0.943 0.378 0.299
2 H 1.517 1.279 0.555
3 H 0.247 0.869 -0.174
4 H 0.248 0.280 0.942
5 P -1.685 1.942 0.815
6 O -0.888 3.206 0.984
7 O -0.963 0.848 1.708
8 O -1.132 1.530 -0.439
9 O -3.167 1.989 1.074
10 N -2.148 2.767 -2.403
11 C -2.286 4.142 -2.602
12 C -2.885 4.302 -3.839
13 C -3.222 2.854 -4.379
14 C -2.772 2.026 -3.383
15 H -1.897 2.451 -1.441
16 H -2.011 4.664 -1.753
17 H -3.199 5.433 -4.168
18 H -3.868 2.586 -5.211
19 H -3.010 0.905 -3.242
20 N 1.911 -2.803 -1.797
21 C 2.266 -3.960 -2.503
22 C 3.499 -4.221 -2.205
23 C 3.994 -3.304 -1.083
24 C 2.892 -2.501 -0.893
25 H 0.988 -2.373 -1.718
26 H 1.548 -4.300 -3.278
27 H 4.258 -4.970 -2.654
28 H 4.980 -3.482 -0.563
29 H 2.630 -1.872 -0.167
30 N -0.179 0.050 4.069
31 C 0.501 0.902 4.928
32 C 0.494 0.209 6.223
33 C 0.121 -1.274 5.877
34 C -0.366 -1.206 4.603
35 H -0.458 0.458 2.932
36 H 0.803 1.970 4.863
37 H 0.983 0.623 7.360
38 H -0.003 -2.267 6.473
39 H -0.557 -2.025 3.968
40 N -1.097 -0.393 -2.017
41 C -1.689 -1.636 -2.002
42 C -1.191 -2.284 -3.098
43 C -0.268 -1.325 -3.827
44 C -0.290 -0.151 -3.107
45 H -1.178 0.313 -1.244
46 H -2.261 -1.969 -1.212
47 H -1.421 -3.259 -3.242
48 H 0.212 -1.443 -4.762
49 H 0.163 0.793 -3.452
50 N 1.777 3.025 0.624
51 C 2.368 2.915 -0.596
52 C 3.733 2.715 -0.448
53 C 3.944 2.646 1.034
54 C 2.743 3.045 1.663
55 H 0.812 3.209 0.792
56 H 1.818 3.074 -1.559
57 H 4.398 2.556 -1.197
58 H 4.813 2.337 1.466
59 H 2.346 3.187 2.730
60 N -1.491 -1.530 1.524
61 C -2.639 -1.990 2.067
62 C -2.786 -3.300 1.803
63 C -1.480 -3.704 1.126
64 C -0.713 -2.452 1.088
65 H -1.165 -0.401 1.727
66 H -3.145 -1.274 2.691
67 H -3.623 -3.915 2.124
68 H -1.186 -4.709 0.815
69 H 0.389 -2.198 0.701

Values from the calculation:
- Frontier orbital gap: 7.32 eV
- Energy above the lowest of the compared OMol25 structures with the same formula, charge and spin: 0.4077 eV
- E_HOMO: -2.67 eV
- Total charge: -2

***

Record 5
Below is C24H34Cl3FeN3O3PSi as an isolated structure at a distorted geometry, with properties calculated with the ωB97M-V functional and the def2-TZVPD basis.

Cartesian coordinates (Å):
1 Fe 0.182 -0.114 0.419
2 C 3.025 -0.374 1.343
3 N 2.263 -0.223 0.087
4 C 2.709 -1.307 -0.855
5 C 1.694 -2.401 -1.149
6 C 0.993 -2.936 0.084
7 N -0.124 -2.071 0.432
8 C -1.132 -2.609 0.987
9 C -2.348 -1.957 1.442
10 C -3.310 -2.794 2.025
11 C -4.513 -2.315 2.493
12 C -4.785 -0.957 2.357
13 C -3.867 -0.107 1.775
14 C -2.634 -0.579 1.317
15 O -1.748 0.236 0.745
16 C 2.640 1.081 -0.521
17 C 2.359 2.319 0.328
18 C 0.984 2.347 0.987
19 N -0.084 2.041 0.008
20 C 0.119 2.645 -1.265
21 C -0.065 1.960 -2.462
22 C -0.072 2.687 -3.683
23 C -0.284 2.081 -4.893
24 C -0.503 0.697 -4.936
25 C -0.482 -0.049 -3.776
26 C -0.245 0.530 -2.511
27 O -0.175 -0.257 -1.478
28 H 4.100 -0.284 1.148
29 H 2.821 -1.347 1.783
30 H 2.729 0.384 2.062
31 H 3.613 -1.753 -0.429
32 H 3.003 -0.848 -1.799
33 H 2.218 -3.207 -1.667
34 H 0.928 -2.008 -1.813
35 H 1.674 -2.957 0.944
36 H 0.642 -3.960 -0.080
37 H -1.134 -3.695 1.122
38 H -3.086 -3.853 2.102
39 H -5.237 -2.982 2.939
40 H -5.729 -0.555 2.701
41 H -4.108 0.940 1.667
42 H 2.090 1.150 -1.456
43 H 3.712 1.059 -0.763
44 H 2.488 3.176 -0.335
45 H 3.103 2.431 1.122
46 H 0.852 3.276 1.559
47 H 0.958 1.550 1.727
48 H 0.323 3.711 -1.267
49 H 0.071 3.760 -3.629
50 H -0.297 2.665 -5.804
51 H -0.691 0.208 -5.884
52 H -0.651 -1.119 -3.801
53 C 1.167 -1.853 4.698
54 P 0.227 -0.480 3.986
55 C 0.886 1.006 4.770
56 C -1.453 -0.709 4.593
57 O 0.382 -0.486 2.499
58 H 1.057 -1.892 5.782
59 H 2.223 -1.738 4.449
60 H 0.805 -2.788 4.269
61 H 0.834 0.931 5.857
62 H 0.314 1.869 4.436
63 H 1.927 1.132 4.471
64 H -1.446 -0.724 5.684
65 H -1.852 -1.654 4.221
66 H -2.086 0.102 4.238
67 Cl -2.104 4.195 0.506
68 Si -1.783 2.056 0.519
69 Cl -3.138 1.763 -1.041
70 Cl -1.773 2.197 2.685

Values from the calculation:
- ⟨S²⟩: 0.788
- Frontier orbital gap (spin up / spin down): 5.62 / 7.05 eV
- Energy above the lowest of the compared OMol25 structures with the same formula, charge and spin: 0.0000 eV
- Spin multiplicity: 2
- E_HOMO (spin up / spin down): -5.58 / -7.01 eV

***

Record 6
Below is one molecule with the formula C24H34N2O2, with properties calculated with the ωB97M-V functional and the def2-TZVPD basis.

Cartesian coordinates (Å):
1 C 5.522 -4.690 0.277
2 C 4.356 -3.836 0.674
3 C 3.056 -4.312 0.612
4 C 1.984 -3.519 0.987
5 C 2.185 -2.224 1.441
6 C 1.070 -1.287 1.842
7 C -0.301 -1.970 2.012
8 C -1.279 -0.951 2.575
9 O -1.416 -0.758 3.768
10 N -1.946 -0.262 1.632
11 C -2.863 0.809 1.932
12 C -4.152 0.668 1.126
13 C -3.914 0.813 -0.379
14 N -3.043 -0.215 -0.937
15 C -3.696 -1.509 -1.005
16 C -2.551 0.175 -2.244
17 C 0.942 -0.171 0.832
18 C 0.742 1.138 1.241
19 C 0.537 2.158 0.328
20 C 0.535 1.880 -1.034
21 O 0.296 2.773 -2.034
22 C 0.140 4.155 -1.747
23 C -0.529 4.771 -2.972
24 C 1.491 4.814 -1.468
25 C 0.764 0.568 -1.451
26 C 0.957 -0.440 -0.532
27 C 3.492 -1.745 1.500
28 C 4.558 -2.536 1.124
29 H 6.152 -4.895 1.143
30 H 5.188 -5.638 -0.138
31 H 6.134 -4.180 -0.465
32 H 2.872 -5.319 0.264
33 H 0.988 -3.929 0.923
34 H 1.333 -0.848 2.812
35 H -0.209 -2.791 2.724
36 H -0.660 -2.345 1.053
37 H -1.818 -0.435 0.641
38 H -3.067 0.772 3.005
39 H -2.390 1.773 1.699
40 H -4.614 -0.294 1.350
41 H -4.848 1.450 1.434
42 H -3.428 1.777 -0.555
43 H -4.888 0.828 -0.900
44 H -4.598 -1.491 -1.636
45 H -2.999 -2.235 -1.421
46 H -3.975 -1.836 -0.006
47 H -1.993 1.105 -2.161
48 H -3.361 0.311 -2.977
49 H -1.876 -0.596 -2.613
50 H 0.731 1.370 2.297
51 H 0.377 3.159 0.698
52 H -0.524 4.281 -0.878
53 H 0.101 4.626 -3.845
54 H -1.488 4.292 -3.156
55 H -0.687 5.834 -2.817
56 H 2.128 4.724 -2.346
57 H 1.353 5.866 -1.237
58 H 1.991 4.331 -0.632
59 H 0.779 0.366 -2.511
60 H 1.128 -1.450 -0.875
61 H 3.667 -0.736 1.845
62 H 5.563 -2.143 1.180

Values from the calculation:
- Frontier orbital gap: 8.91 eV
- Energy above the lowest of the compared OMol25 structures with the same formula, charge and spin: 0.5657 eV
- SMILES: Cc1ccc([C@H](CC(=O)NCCCN(C)C)c2ccc(OC(C)C)cc2)cc1
- E_HOMO: -8.18 eV

***

Record 7
Below is one molecule with the formula C24H34N2O3, with properties calculated with the ωB97M-V functional and the def2-TZVPD basis.

Cartesian coordinates (Å):
1 C 6.944 1.010 2.477
2 C 6.359 -0.070 1.581
3 O 5.283 0.500 0.867
4 C 4.605 -0.283 -0.039
5 C 4.860 -1.616 -0.308
6 C 4.103 -2.278 -1.263
7 C 3.095 -1.619 -1.936
8 C 2.809 -0.284 -1.670
9 C 1.660 0.423 -2.348
10 N 0.366 0.239 -1.705
11 C -0.116 -1.127 -1.719
12 C -1.575 -1.137 -1.243
13 N -1.759 -0.548 0.066
14 C -1.413 -1.401 1.187
15 C -2.332 -1.144 2.385
16 C -3.763 -1.642 2.154
17 C -4.458 -0.902 1.048
18 C -4.839 0.422 1.223
19 C -5.481 1.114 0.213
20 C -5.758 0.487 -0.991
21 C -5.393 -0.836 -1.171
22 C -4.753 -1.524 -0.157
23 C -1.157 0.779 0.120
24 C -1.995 1.759 -0.714
25 C -1.943 3.195 -0.195
26 O -0.669 3.789 -0.277
27 C 0.306 0.760 -0.352
28 C 3.573 0.386 -0.720
29 O 3.343 1.702 -0.454
30 H 7.299 1.843 1.874
31 H 6.186 1.377 3.164
32 H 7.775 0.605 3.047
33 H 7.120 -0.438 0.881
34 H 6.001 -0.914 2.188
35 H 5.645 -2.144 0.210
36 H 4.312 -3.315 -1.477
37 H 2.520 -2.139 -2.687
38 H 1.563 0.064 -3.377
39 H 1.863 1.496 -2.364
40 H -0.066 -1.511 -2.741
41 H 0.489 -1.785 -1.068
42 H -1.952 -2.162 -1.229
43 H -2.180 -0.564 -1.950
44 H -0.368 -1.267 1.512
45 H -1.526 -2.443 0.879
46 H -2.353 -0.075 2.601
47 H -1.917 -1.657 3.257
48 H -4.326 -1.511 3.083
49 H -3.737 -2.709 1.924
50 H -4.632 0.918 2.161
51 H -5.769 2.145 0.363
52 H -6.259 1.026 -1.782
53 H -5.612 -1.334 -2.105
54 H -4.480 -2.559 -0.303
55 H -1.177 1.109 1.163
56 H -3.032 1.426 -0.692
57 H -1.641 1.736 -1.747
58 H -2.675 3.801 -0.752
59 H -2.211 3.228 0.864
60 H -0.357 3.706 -1.185
61 H 0.711 1.771 -0.335
62 H 0.906 0.145 0.343
63 H 3.979 1.976 0.220

Values from the calculation:
- Frontier orbital gap: 8.29 eV
- Energy above the lowest of the compared OMol25 structures with the same formula, charge and spin: 2.7604 eV
- SMILES: CCOc1cccc(CN2CCN(CCCc3ccccc3)[C@H](CCO)C2)c1O
- E_HOMO: -7.53 eV